(1)
# C25H24Cl2IrN2O9

A molecular structure, C25H24Cl2IrN2O9 (the ωB97M-V functional and the def2-TZVPD basis, OMol25).

Geometry as ORCA input:
```
! wB97M-V def2-TZVPD RIJCOSX def2/J DEFGRID3
* xyz -1 1
C -2.15 -0.28 1.39
C 3.08 3.16 1.49
O 4.93 0.98 -0.09
C 1.85 1.79 -0.22
C 3.36 3.46 2.81
C 2.40 2.42 -2.57
H 2.90 3.06 4.86
H 1.63 -3.48 -2.93
C 0.26 -4.02 -1.35
H 1.14 4.40 -0.14
C -4.31 -0.86 0.59
C 1.51 4.11 -1.12
Ir 1.89 -1.24 -0.32
H 3.63 3.64 0.69
H -0.46 -3.47 -0.75
C 1.46 1.52 2.22
O -0.12 -1.27 0.83
H -6.40 -3.16 1.92
H -4.34 -0.43 3.26
Cl -7.43 -3.89 -0.61
C 1.53 5.02 -2.16
C 1.74 1.84 3.53
C 2.00 4.64 -3.41
H -2.22 -1.00 2.20
H 0.75 0.74 1.96
C 0.65 -3.17 -2.56
H -0.21 -1.44 -1.83
H -3.83 -2.13 3.35
O 4.15 -1.01 -1.08
C -5.62 -1.94 -1.13
H 1.17 6.03 -1.99
H -0.08 -3.32 -3.36
C -4.66 -1.02 -0.75
O -1.59 -0.95 -0.85
H 2.74 1.40 -2.72
H 2.03 5.35 -4.22
C 2.43 3.33 -3.61
H 4.11 4.20 3.04
H -1.67 0.62 1.76
O 5.94 -1.07 0.46
C -5.89 -2.56 1.18
H 0.99 -1.18 -2.97
O 2.07 -3.29 0.05
H -4.14 -0.42 -1.48
H -5.52 -1.70 3.63
C -4.64 -1.46 3.04
N 0.71 -1.75 -2.19
O 1.89 -5.47 -0.39
O 3.73 -0.61 1.18
O -3.41 0.12 0.90
C 2.68 2.81 3.83
C -1.21 -0.89 0.32
H -0.16 -4.97 -1.66
Cl 4.72 -0.42 0.13
H 2.79 3.03 -4.59
H 1.22 1.32 4.33
C 1.95 2.80 -1.31
N 1.43 0.62 -0.49
C 1.51 -4.32 -0.50
C -6.22 -2.72 -0.16
C -4.93 -1.63 1.57
C 2.12 2.19 1.18
H -5.89 -2.06 -2.17
*
```

Output
LUMO energy = 1.64 eV
gap between HOMO and LUMO = 0.233 hartree
energy above the lowest of the compared OMol25 structures with the same formula, charge and spin = 46.3 kcal/mol
F_max = 0.067 Eh/bohr

***

(2)
# C25H24CoN4O2PS

A molecular structure, C25H24CoN4O2PS (the ωB97M-V functional and the def2-TZVPD basis, OMol25).

Geometry as ORCA input:
```
! wB97M-V def2-TZVPD RIJCOSX def2/J DEFGRID3
* xyz 2 5
C 0.34 4.09 0.58
H -1.90 1.49 -2.87
C 2.83 -2.66 -0.97
Co -0.70 -1.05 1.32
C 2.92 -4.24 -2.77
H -4.14 2.20 -2.10
H -1.93 3.88 3.70
N -3.67 -4.30 1.53
N -0.31 -0.21 -1.54
C 3.94 1.60 -0.79
H 3.96 1.23 2.57
H -4.99 1.38 0.11
C -4.03 1.07 -0.28
N -2.06 -0.23 0.00
H -3.75 -4.39 2.53
H 4.50 2.08 -1.58
H 4.46 -4.01 -1.29
C 2.13 0.21 -0.08
H 0.98 4.13 -0.29
C 4.34 1.75 0.53
C 1.68 -3.82 -3.22
C -0.93 2.81 2.14
C -3.26 0.18 0.43
C 1.58 -2.22 -1.43
P 0.77 -0.95 -0.43
H 1.97 -0.13 2.04
H 3.27 -2.21 -0.10
C 2.83 0.83 -1.11
N -2.49 -3.57 -0.32
H -3.58 -0.23 1.38
C 2.53 0.36 1.25
H 3.44 -5.03 -3.29
C -0.14 2.87 1.00
H 0.10 1.96 0.47
C 0.02 5.24 1.28
C -2.63 -3.68 1.00
O -0.60 0.50 2.34
S -1.44 -3.05 2.07
C 3.49 -3.67 -1.64
H -1.04 6.07 2.95
H 0.02 0.11 -2.44
H 5.22 2.33 0.76
H -1.64 -3.19 -0.69
C 3.64 1.12 1.54
O -2.48 1.36 3.19
H 1.24 -4.27 -4.10
C -1.29 3.96 2.84
C -2.31 1.12 -1.95
H -3.14 -4.00 -0.96
H 0.02 -2.50 -2.89
H 2.55 0.69 -2.14
C -1.41 1.45 2.64
C -3.55 1.53 -1.50
C -0.79 5.18 2.40
C -1.56 0.24 -1.16
H -4.38 -4.75 0.97
H 0.39 6.20 0.94
C 0.99 -2.82 -2.54
*
```

Output
LUMO energy (spin up / spin down) = -5.57 / -9.12 eV
gap between HOMO and LUMO (spin up / spin down) = 0.309 / 0.176 hartree
F_max = 0.093 Eh/bohr
expectation value of S² = 6.022